No. 1
Computed, not measured: a structure of composition C38H31BrN8O4RuS at a distorted geometry, with ωB97M-V with the def2-TZVPD basis set.

Geometry (Å):
Ru: 0.523 0.891 1.209
C: 2.013 2.952 2.980
N: 1.379 1.636 3.151
C: 0.369 1.568 4.245
C: -0.773 0.730 3.811
N: -0.866 0.249 2.596
C: -1.924 -0.805 2.586
C: -2.282 -1.880 1.740
C: -3.224 -2.819 2.215
C: -3.907 -2.567 3.394
C: -3.692 -1.436 4.178
C: -2.534 -0.692 3.905
N: -1.734 0.246 4.635
C: 1.180 3.689 1.945
N: 0.405 3.027 1.091
C: -0.345 3.907 0.321
C: -1.445 3.797 -0.479
C: -2.042 4.972 -0.977
C: -1.434 6.184 -0.708
C: -0.322 6.293 0.067
C: 0.168 5.203 0.703
N: 1.063 5.015 1.752
H: 3.091 2.832 2.685
H: 1.999 3.539 3.925
H: 2.070 0.923 3.397
H: -0.041 2.569 4.532
H: 0.775 1.126 5.135
H: -1.775 -1.973 0.807
H: -3.357 -3.788 1.754
H: -4.667 -3.232 3.600
H: -4.289 -1.248 5.098
H: -1.601 0.271 5.622
H: -1.882 2.806 -0.758
H: -2.970 4.861 -1.492
H: -1.893 7.098 -1.096
H: 0.057 7.269 0.329
H: 1.696 5.695 2.170
Br: -5.421 -4.829 -7.252
C: -4.198 -3.379 -7.059
C: -2.862 -3.633 -6.774
C: -1.982 -2.646 -6.427
C: -2.561 -1.348 -6.053
C: -3.939 -1.064 -6.384
C: -4.720 -2.080 -6.825
N: -1.912 -0.373 -5.353
N: -0.648 -0.569 -5.119
C: -0.166 -0.186 -3.922
C: 1.275 0.107 -3.971
C: 2.035 0.266 -2.839
C: 1.275 0.490 -1.602
O: 1.813 1.092 -0.558
C: -0.148 0.219 -1.528
N: -0.784 0.526 -0.337
C: -2.108 0.595 -0.315
C: -2.842 0.406 -1.425
C: -2.279 0.128 -2.659
C: -0.882 0.017 -2.748
H: -2.494 -4.652 -6.970
H: -0.886 -2.692 -6.331
H: -4.289 -0.016 -6.169
H: -5.744 -1.875 -6.996
H: 1.736 0.034 -5.000
H: 3.114 0.358 -2.942
H: -2.609 0.654 0.667
H: -3.909 0.490 -1.482
H: -2.911 -0.033 -3.497
C: 7.412 -3.101 1.655
C: 5.954 -2.796 1.824
C: 5.200 -3.386 2.858
C: 3.865 -3.126 3.099
C: 3.181 -2.245 2.269
C: 3.861 -1.623 1.227
C: 5.232 -1.896 1.032
S: 1.574 -1.806 2.740
O: 1.750 -0.807 3.842
O: 0.806 -2.945 3.175
O: 0.934 -1.189 1.467
H: 7.930 -3.515 2.517
H: 8.052 -2.276 1.313
H: 7.482 -3.856 0.870
H: 5.663 -4.222 3.410
H: 3.280 -3.791 3.773
H: 3.365 -1.009 0.512
H: 5.716 -1.330 0.217

Values from the calculation:
Multiplicity = 5
Gap between HOMO and LUMO (alpha / beta) = 5.64 / 5.38 eV
Net charge = +2
HOMO energy (alpha / beta) = -0.4585 / -0.4749 Ha
LUMO (alpha / beta) = -6.8363 / -7.5379 eV
<S²> = 6.126

Atomic partial charges in e from the Mulliken method, atoms 1 to 5: 0.3064, -1.0485, 0.0149, -0.8952, -0.1589

No. 2
Computed, not measured: a structure of composition C38H31MnP2SSi, with ωB97M-V with the def2-TZVPD basis set.

Geometry (Å):
Mn: 1.726 -0.253 0.169
C: 1.528 -1.305 3.861
Si: 0.687 -1.045 2.225
C: -0.619 0.312 2.482
C: -1.813 0.014 3.149
C: -2.749 1.000 3.437
C: -2.501 2.316 3.071
C: -1.326 2.641 2.407
C: -0.395 1.648 2.095
P: 1.187 2.016 1.260
C: 0.830 1.887 -0.559
C: 1.971 1.819 -1.377
C: 1.855 1.878 -2.762
C: 0.597 2.004 -3.335
C: -0.537 2.063 -2.531
C: -0.427 1.993 -1.152
C: 1.484 3.814 1.387
C: 0.773 4.762 0.651
C: 1.067 6.110 0.787
C: 2.079 6.523 1.648
C: 2.794 5.587 2.377
C: 2.499 4.235 2.245
C: -0.142 -2.660 1.747
C: -0.530 -3.586 2.724
C: -1.054 -4.824 2.377
C: -1.193 -5.166 1.037
C: -0.822 -4.268 0.051
C: -0.307 -3.020 0.396
P: 0.088 -1.780 -0.885
C: -1.555 -1.130 -1.346
C: -2.497 -0.925 -0.339
C: -3.717 -0.329 -0.629
C: -4.010 0.059 -1.930
C: -3.076 -0.142 -2.937
C: -1.848 -0.722 -2.645
C: 0.696 -2.675 -2.350
C: -0.136 -3.438 -3.173
C: 0.384 -4.111 -4.267
C: 1.740 -4.031 -4.558
C: 2.579 -3.274 -3.753
C: 2.056 -2.596 -2.658
H: 0.781 -1.327 4.664
H: 2.076 -2.253 3.866
H: 2.231 -0.495 4.078
H: -2.017 -1.012 3.454
H: -3.664 0.747 3.961
H: -3.218 3.093 3.309
H: -1.133 3.673 2.143
H: 2.954 1.825 -0.922
H: 2.741 1.840 -3.383
H: 0.499 2.062 -4.413
H: -1.517 2.162 -2.983
H: -1.317 2.019 -0.531
H: -0.007 4.454 -0.035
H: 0.508 6.842 0.217
H: 2.311 7.576 1.744
H: 3.585 5.905 3.046
H: 3.057 3.502 2.816
H: -0.406 -3.343 3.775
H: -1.344 -5.527 3.150
H: -1.585 -6.138 0.762
H: -0.928 -4.550 -0.988
H: -2.284 -1.236 0.675
H: -4.442 -0.177 0.163
H: -4.966 0.514 -2.160
H: -3.301 0.156 -3.954
H: -1.117 -0.844 -3.434
H: -1.198 -3.500 -2.967
H: -0.273 -4.701 -4.896
H: 2.140 -4.555 -5.417
H: 3.637 -3.207 -3.978
H: 2.715 -2.007 -2.038
S: 4.625 -1.836 1.257
C: 3.493 -1.067 0.623

Values from the calculation:
Multiplicity = 6
Gap between HOMO and LUMO (alpha / beta) = 5.84 / 6.81 eV
Net charge = +1
HOMO energy (alpha / beta) = -0.3309 / -0.3875 Ha
LUMO (alpha / beta) = -3.1602 / -3.7304 eV
<S²> = 8.836

Atomic partial charges in e from the Mulliken method, atoms 1 to 5: 0.0840, -1.3841, 0.4136, -0.2021, -0.2999

No. 3
Computed, not measured: a structure of composition C38H31N3NiO2PSTe, with ωB97M-V with the def2-TZVPD basis set.

Geometry (Å):
Ni: 0.636 0.865 -0.159
N: 2.163 -1.264 -3.478
C: 1.395 -2.416 -3.776
C: 1.369 -2.927 -5.063
C: 0.594 -4.043 -5.346
C: -0.178 -4.629 -4.355
C: -0.171 -4.104 -3.070
C: 0.633 -3.014 -2.779
S: 0.756 -2.410 -1.128
N: 1.190 -0.789 -1.378
C: 1.852 -0.447 -2.424
C: 2.302 0.969 -2.490
C: 3.412 1.381 -3.213
C: 3.750 2.725 -3.195
C: 2.963 3.606 -2.471
C: 1.888 3.105 -1.757
N: 1.569 1.811 -1.748
H: 2.566 -0.809 -4.281
H: 1.958 -2.458 -5.842
H: 0.590 -4.446 -6.348
H: -0.788 -5.493 -4.579
H: -0.778 -4.547 -2.291
H: 4.026 0.670 -3.748
H: 4.619 3.076 -3.733
H: 3.184 4.663 -2.439
H: 1.264 3.753 -1.154
O: -0.593 -0.880 3.322
C: -0.168 -0.064 2.510
O: -0.509 -0.080 1.267
C: 0.834 1.002 2.964
P: 1.192 2.157 1.585
C: 0.027 3.515 1.906
C: -0.980 3.751 0.977
C: -1.926 4.743 1.198
C: -1.866 5.505 2.352
C: -0.865 5.274 3.290
C: 0.074 4.283 3.070
C: 2.835 2.867 1.903
C: 3.910 1.992 2.070
C: 5.200 2.476 2.193
C: 5.437 3.842 2.129
C: 4.379 4.716 1.941
C: 3.083 4.233 1.827
H: 1.740 0.483 3.286
H: 0.429 1.514 3.839
H: -1.032 3.138 0.077
H: -2.708 4.915 0.472
H: -2.600 6.280 2.527
H: -0.821 5.866 4.194
H: 0.850 4.106 3.805
H: 3.740 0.922 2.099
H: 6.022 1.787 2.336
H: 6.445 4.222 2.225
H: 4.557 5.781 1.891
H: 2.265 4.928 1.688
Te: -1.396 -2.599 1.323
C: -3.271 -1.964 1.997
C: -3.665 -2.350 3.270
C: -4.916 -1.969 3.733
C: -5.748 -1.198 2.936
C: -5.336 -0.797 1.674
C: -4.090 -1.178 1.198
C: -2.151 -4.034 -0.042
C: -1.608 -5.312 0.043
C: -2.004 -6.295 -0.855
C: -2.925 -5.995 -1.847
C: -3.456 -4.716 -1.943
C: -3.070 -3.734 -1.043
H: -3.005 -2.926 3.905
H: -5.235 -2.269 4.722
H: -6.720 -0.899 3.304
H: -5.980 -0.182 1.060
H: -3.765 -0.851 0.219
H: -0.880 -5.553 0.809
H: -1.593 -7.292 -0.777
H: -3.232 -6.761 -2.547
H: -4.173 -4.483 -2.718
H: -3.493 -2.742 -1.124

Values from the calculation:
Multiplicity = 3
ΔE to the lowest compared entry with this formula, charge and spin = 95.9 kJ/mol
Gap between HOMO and LUMO (alpha / beta) = 7.04 / 5.54 eV
Net charge = +1
HOMO energy (alpha / beta) = -0.3588 / -0.3667 Ha
LUMO (alpha / beta) = -2.7253 / -4.4337 eV
<S²> = 2.013

Atomic partial charges in e from the Mulliken method, atoms 1 to 5: 0.1273, -0.1147, 0.1180, -0.7365, -0.6623

No. 4
Computed, not measured: a structure of composition C38H31N4OP2RuSTe at a distorted geometry, with ωB97M-V with the def2-TZVPD basis set.

Geometry (Å):
Ru: 0.400 1.567 -1.584
N: 3.094 4.993 -1.326
C: 2.080 4.120 -1.445
S: 2.545 2.415 -1.657
N: 0.859 4.517 -1.375
N: -0.101 3.550 -1.499
C: -1.317 4.000 -1.554
C: -2.509 3.255 -1.800
C: -3.737 3.940 -1.757
C: -4.914 3.328 -2.104
C: -4.891 2.001 -2.551
C: -3.712 1.299 -2.597
C: -2.500 1.889 -2.198
O: -1.399 1.178 -2.233
H: 4.026 4.691 -1.537
H: 2.888 5.976 -1.264
H: -1.420 5.079 -1.461
H: -3.731 4.978 -1.445
H: -5.848 3.871 -2.063
H: -5.811 1.523 -2.863
H: -3.681 0.269 -2.927
Te: 2.469 -1.806 1.530
C: 0.904 -2.912 2.486
C: 1.076 -4.287 2.568
C: 0.062 -5.043 3.143
N: -1.059 -4.512 3.613
C: -1.220 -3.198 3.518
C: -0.268 -2.352 2.962
C: 1.181 -0.569 0.453
P: 0.415 0.982 0.987
C: 0.967 1.250 2.696
C: 0.130 1.180 3.805
C: 0.658 1.358 5.076
C: 2.008 1.630 5.239
C: 2.838 1.741 4.132
C: 2.318 1.562 2.863
C: -1.377 0.656 1.108
C: -1.940 -0.575 0.775
C: -3.317 -0.723 0.782
C: -4.136 0.342 1.128
C: -3.581 1.568 1.464
C: -2.205 1.730 1.440
P: 1.195 -0.601 -1.346
C: 2.870 -0.999 -1.914
C: 3.030 -1.669 -3.126
C: 4.299 -1.859 -3.647
C: 5.412 -1.377 -2.973
C: 5.256 -0.705 -1.769
C: 3.989 -0.512 -1.242
C: 0.232 -2.086 -1.783
C: -1.002 -1.964 -2.415
C: -1.741 -3.103 -2.700
C: -1.252 -4.352 -2.349
C: -0.022 -4.472 -1.714
C: 0.725 -3.341 -1.430
H: 1.974 -4.766 2.197
H: 0.156 -6.120 3.227
H: -2.149 -2.800 3.911
H: -0.453 -1.290 2.910
H: -0.925 0.974 3.675
H: 0.014 1.273 5.941
H: 2.415 1.766 6.233
H: 3.889 1.961 4.266
H: 2.954 1.676 1.992
H: -1.301 -1.414 0.538
H: -3.752 -1.678 0.513
H: -5.211 0.221 1.129
H: -4.220 2.400 1.728
H: -1.760 2.688 1.691
H: 2.160 -2.037 -3.657
H: 4.420 -2.381 -4.587
H: 6.399 -1.511 -3.394
H: 6.116 -0.319 -1.237
H: 3.873 0.049 -0.321
H: -1.371 -0.981 -2.676
H: -2.695 -3.017 -3.205
H: -1.823 -5.240 -2.586
H: 0.362 -5.450 -1.455
H: 1.691 -3.427 -0.951

Values from the calculation:
Multiplicity = 5
ΔE to the lowest compared entry with this formula, charge and spin = 33.5 kJ/mol
Gap between HOMO and LUMO (alpha / beta) = 7.53 / 5.64 eV
Net charge = +1
HOMO energy (alpha / beta) = -0.3717 / -0.3916 Ha
LUMO (alpha / beta) = -2.5843 / -5.0187 eV
<S²> = 6.028

Atomic partial charges in e from the Mulliken method, atoms 1 to 5: -0.2173, -0.3935, 0.6205, -0.2992, -1.2155

No. 5
Computed, not measured: a cluster of 5 separate species, C38H31O11P in total at a distorted geometry, with ωB97M-V with the def2-TZVPD basis set.

Geometry (Å):
C: -0.273 6.234 4.271
C: -1.074 4.835 4.052
C: -0.369 4.099 2.807
C: -1.112 4.382 1.379
C: -0.346 3.410 0.322
C: 0.965 3.862 -0.366
C: 1.695 2.902 -1.352
C: 1.045 1.497 -1.571
C: -0.275 1.046 -0.869
C: -1.020 2.001 0.106
C: -0.887 -0.414 -1.099
O: -2.102 -0.677 -0.903
C: 0.180 -1.531 -1.578
C: 1.389 -1.117 -2.230
P: 2.586 -2.486 -2.734
O: 4.017 -1.895 -2.626
C: 1.745 0.423 -2.531
O: 2.548 0.780 -3.431
H: -0.952 6.964 4.827
H: 0.663 6.053 4.927
H: 0.058 6.644 3.244
H: -2.205 4.970 3.957
H: -0.903 4.161 4.979
H: 0.701 4.510 2.662
H: -0.328 2.950 2.903
H: -0.937 5.442 0.992
H: -2.203 4.053 1.390
H: 1.368 4.894 -0.109
H: 2.662 3.226 -1.883
H: -1.994 1.720 0.645
H: -0.004 -2.636 -1.361
H: 2.415 -3.619 -1.843
H: 2.295 -2.849 -4.087
O: 6.514 -7.279 1.467
C: 5.464 -6.781 1.112
C: 4.912 -5.588 1.789
C: 3.758 -5.043 1.400
C: 2.984 -5.607 0.275
O: 1.930 -5.107 -0.082
C: 3.535 -6.800 -0.403
C: 4.689 -7.345 -0.014
H: 5.492 -5.187 2.611
H: 3.339 -4.171 1.885
H: 2.955 -7.200 -1.225
H: 5.108 -8.217 -0.499
O: -3.945 4.196 3.255
C: -4.229 3.055 3.577
C: -3.958 1.914 2.680
C: -4.272 0.666 3.032
C: -4.903 0.372 4.336
O: -5.187 -0.765 4.658
C: -5.175 1.515 5.234
C: -4.861 2.762 4.881
H: -3.495 2.146 1.730
H: -4.080 -0.182 2.386
H: -5.639 1.283 6.185
H: -5.052 3.610 5.526
O: -2.536 -9.373 -1.766
C: -2.453 -8.309 -1.181
C: -1.141 -7.702 -0.874
C: -1.050 -6.538 -0.231
C: -2.258 -5.803 0.201
O: -2.175 -4.739 0.786
C: -3.571 -6.410 -0.105
C: -3.661 -7.575 -0.748
H: -0.266 -8.253 -1.199
H: -0.097 -6.079 0.002
H: -4.446 -5.859 0.219
H: -4.614 -8.033 -0.982
O: 0.252 5.132 -3.192
C: 1.018 5.242 -4.131
C: 1.642 4.056 -4.756
C: 2.483 4.177 -5.783
C: 2.827 5.502 -6.343
O: 3.593 5.612 -7.282
C: 2.203 6.688 -5.719
C: 1.361 6.567 -4.691
H: 1.380 3.093 -4.334
H: 2.950 3.320 -6.252
H: 2.465 7.651 -6.140
H: 0.895 7.425 -4.222

Values from the calculation:
Gap between HOMO and LUMO = 7.01 eV
HOMO energy = -0.3324 Ha
LUMO = -2.0314 eV
Structure (SMILES) = CCCCc1ccc2c(c1)C(=O)C=C([PH2]=O)C2=O.O=C1C=CC(=O)C=C1.O=C1C=CC(=O)C=C1.O=C1C=CC(=O)C=C1.O=C1C=CC(=O)C=C1

Atomic partial charges in e from the Mulliken method, atoms 1 to 5: -1.0456, -0.1710, -0.6878, -0.5912, 0.7311

No. 6
Computed, not measured: a structure of composition C38H32CdN2P2S2, with ωB97M-V with the def2-TZVPD basis set.

Geometry (Å):
Cd: -0.637 -0.697 -0.729
S: -2.127 -2.533 -1.102
C: -3.422 -1.583 -1.863
C: -4.517 -2.337 -2.305
C: -5.607 -1.757 -2.927
C: -5.625 -0.381 -3.123
C: -4.557 0.379 -2.691
C: -3.441 -0.187 -2.060
S: -2.170 0.961 -1.598
H: -4.496 -3.408 -2.144
H: -6.436 -2.374 -3.250
H: -6.467 0.097 -3.607
H: -4.562 1.451 -2.843
C: 2.451 0.317 2.758
N: 1.337 0.003 1.857
P: -0.314 -0.123 2.337
C: -0.686 1.534 3.003
C: -0.241 2.038 4.226
C: -0.485 3.358 4.568
C: -1.181 4.187 3.696
C: -1.642 3.692 2.486
C: -1.398 2.369 2.140
C: -0.195 -1.163 3.825
C: 0.704 -2.228 3.862
C: 0.718 -3.100 4.939
C: -0.176 -2.928 5.985
C: -1.089 -1.884 5.948
C: -1.101 -1.007 4.874
P: 1.617 -0.100 0.201
C: 2.995 -1.258 0.011
C: 2.668 -2.591 -0.230
C: 3.664 -3.551 -0.312
C: 4.993 -3.180 -0.159
C: 5.326 -1.853 0.074
C: 4.330 -0.892 0.160
C: 2.257 1.514 -0.315
C: 2.928 1.626 -1.535
C: 3.328 2.870 -1.990
C: 3.061 4.009 -1.240
C: 2.384 3.902 -0.036
C: 1.977 2.658 0.426
H: 2.069 0.645 3.722
H: 3.065 1.120 2.347
H: 3.084 -0.558 2.915
H: 0.281 1.393 4.922
H: -0.137 3.742 5.519
H: -1.372 5.217 3.968
H: -2.195 4.330 1.809
H: -1.760 1.981 1.192
H: 1.394 -2.378 3.039
H: 1.425 -3.920 4.957
H: -0.167 -3.611 6.825
H: -1.796 -1.751 6.756
H: -1.819 -0.197 4.853
H: 1.630 -2.874 -0.372
H: 3.405 -4.583 -0.508
H: 5.773 -3.927 -0.231
H: 6.363 -1.565 0.188
H: 4.593 0.143 0.337
H: 3.118 0.741 -2.129
H: 3.847 2.955 -2.936
H: 3.377 4.980 -1.600
H: 2.165 4.787 0.548
H: 1.433 2.584 1.359
N: 1.226 -0.668 -3.152
C: 0.327 -0.584 -3.866
C: -0.821 -0.483 -4.718
C: -1.770 -1.501 -4.695
C: -2.903 -1.383 -5.485
C: -3.079 -0.264 -6.282
C: -2.127 0.749 -6.300
C: -0.994 0.647 -5.516
H: -1.634 -2.351 -4.037
H: -3.662 -2.152 -5.441
H: -3.974 -0.169 -6.884
H: -2.275 1.624 -6.920
H: -0.252 1.434 -5.504

Values from the calculation:
ΔE to the lowest compared entry with this formula, charge and spin = 3.7 kJ/mol
Gap between HOMO and LUMO = 6.89 eV
HOMO energy = -0.2465 Ha
LUMO = 0.1842 eV

Atomic partial charges in e from the Mulliken method, atoms 1 to 5: 1.3422, -0.5946, 0.4482, -0.6361, -0.6607